[1]
This record from the Open Molecules 2025 dataset describes a 2-piece molecular cluster, C11H14O3S overall in a non-equilibrium geometry. The level of theory is ωB97M-V/def2-TZVPD.

```
! wB97M-V def2-TZVPD RIJCOSX def2/J DEFGRID3
* xyz 0 1
S -0.93927 -0.64429 1.50222
O -0.38108 0.48974 2.19194
O -3.69580 1.11793 -0.38396
O -1.67348 -2.38177 -0.03367
C -1.98540 -0.15962 0.38006
C 2.30018 1.24200 0.31597
C 1.20511 -0.42631 -1.17142
C -3.28238 -1.39551 -1.52225
C 2.15398 -1.27204 0.84950
C -2.32260 2.25317 1.21067
C 1.24027 -1.43561 -0.12572
C -2.28152 -1.41603 -0.41172
C 2.90762 0.03757 1.07952
C -2.71608 1.04596 0.33963
C 1.77054 0.74707 -1.00463
H 2.26159 -1.90652 1.69867
H 3.03392 1.98583 0.11994
H -1.23168 2.27204 1.58279
H 3.96505 -0.20195 1.05603
H 2.67870 0.29088 2.10874
H 0.53282 -2.20355 -0.25894
H -2.82830 -1.99570 -2.41704
H -3.45391 -0.38421 -1.79426
H 1.79923 1.37590 -1.75364
H 0.64941 -0.64356 -2.06491
H -4.08628 -1.86932 -1.14531
H 1.34276 1.52156 0.76654
H -2.98901 2.23819 2.17617
H -2.66167 3.15915 0.64176
*
```

Calculated values
E_LUMO   -1.439 eV
Frontier orbital gap   7.0 eV
ΔE to the lowest compared entry with this formula, charge and spin   47.2 kcal/mol

=====

[2]
This record from the Open Molecules 2025 dataset describes a 2-piece molecular cluster, C8H9FN overall in a non-equilibrium geometry. The level of theory is ωB97M-V/def2-TZVPD.

```
! wB97M-V def2-TZVPD RIJCOSX def2/J DEFGRID3
* xyz 1 1
F -0.82559 0.72837 -0.52505
N -1.33846 -0.06401 0.50742
C -3.56012 -0.06417 -0.48434
C 2.54769 1.24493 0.38177
C 1.53595 0.88927 1.31607
C 2.81141 0.39677 -0.68756
C 1.34087 -1.36273 0.20351
C 2.21961 -0.84945 -0.79446
C 1.21853 -0.39359 1.14967
C -2.55530 -0.46394 0.44619
H 3.12653 2.14195 0.29783
H 2.22100 -1.21897 -1.81251
H 0.80575 -2.34797 0.25933
H -2.79636 -1.27817 1.18871
H 3.50331 0.81632 -1.52011
H -3.08424 0.41354 -1.34479
H -4.28635 -0.92045 -0.78669
H 1.28835 1.61288 2.16648
H -4.17258 0.71941 0.03854
*
```

Calculated values
E_LUMO   -6.693 eV
Frontier orbital gap   7.7 eV
ΔE to the lowest compared entry with this formula, charge and spin   111.1 kcal/mol

=====

[3]
This record from the Open Molecules 2025 dataset describes C15H21F5IO2P2SSc as an isolated structure in a non-equilibrium geometry. The level of theory is ωB97M-V/def2-TZVPD.

```
! wB97M-V def2-TZVPD RIJCOSX def2/J DEFGRID3
* xyz 2 1
I -0.14807 -0.70679 -3.14004
Sc -0.18421 -0.44708 -0.47306
S -0.13546 -2.07041 1.41556
P -2.77663 0.09907 -0.42652
P 2.43444 -0.02018 -0.37907
F -1.63774 0.23066 2.81306
F -1.08820 1.26794 5.24367
F 2.57052 -1.75475 5.73946
F 1.05569 0.29653 6.74589
F 2.06783 -2.76159 3.24118
O -0.06197 2.49069 1.02048
O -0.13990 2.15810 -5.18712
C 3.10907 1.37280 0.57194
C -0.28231 0.29977 4.74676
C -0.14834 1.08721 -5.63124
C -0.53785 -0.25721 3.48906
C 3.23308 0.27219 -2.00192
C 0.78537 -0.17982 5.51188
C -0.15737 0.07792 -6.65376
C 0.23639 -1.29234 2.93645
C -0.12347 1.49250 0.43091
C 1.30254 -1.75311 3.74154
C -3.43944 1.54892 0.44699
C -3.56508 0.30332 -2.06575
C 1.57019 -1.22299 4.99922
C 3.37751 -1.41548 0.33175
C -3.74820 -1.25205 0.33803
H 3.08758 1.31280 -2.31221
H 2.75415 -0.37289 -2.75152
H -3.51742 -1.32063 1.41044
H -3.08361 -0.38486 -2.77466
H -1.04673 -0.54939 -6.47163
H 2.76693 2.31199 0.13234
H 4.20595 1.31989 0.55143
H 4.45475 -1.25093 0.19768
H -0.15551 0.49302 -7.68047
H -4.64011 0.08813 -2.00501
H 0.72366 -0.56209 -6.47470
H -3.09384 1.55290 1.48478
H -3.40664 1.32623 -2.42880
H 2.75473 1.32985 1.60489
H -3.08230 2.46037 -0.04172
H -3.47263 -2.21030 -0.12908
H 3.14836 -1.53931 1.39630
H -4.53890 1.50616 0.42034
H -4.82011 -1.07187 0.18697
H 4.30491 0.04322 -1.94297
H 3.08843 -2.34612 -0.17777
*
```

Calculated values
E_LUMO   -8.145 eV
Frontier orbital gap   5.7 eV

=====

[4]
This record from the Open Molecules 2025 dataset describes the molecule C21H26FN3O5S. The level of theory is ωB97M-V/def2-TZVPD.

```
! wB97M-V def2-TZVPD RIJCOSX def2/J DEFGRID3
* xyz 0 1
S 0.46688 0.53297 -0.69831
F -4.24312 -0.33009 7.56747
O -2.28748 -2.04135 -2.96536
O 3.14627 -1.72834 -3.86951
O 1.13378 -0.71481 -0.92793
O -0.92649 0.63464 -1.03442
O 3.79415 1.78880 -4.04996
N -0.92328 0.53140 3.25466
N 0.73427 0.95727 0.91489
N 3.26207 0.49219 -2.27534
C -1.75140 0.32261 4.33114
C -1.88790 1.28277 5.34260
C 1.36523 1.86406 -1.54294
C 2.86233 1.60301 -1.44875
C 1.77340 -1.73219 -3.75393
C -3.31335 -1.08805 5.53084
C -3.42796 -0.11633 6.50682
C -0.43999 -0.56538 2.44378
C 0.89274 -0.17266 1.81249
C 0.94332 -0.67926 -4.10050
C -3.11863 -0.90405 -3.01891
C -0.42023 -0.75172 -3.85550
C -0.21687 1.94988 1.39860
C 1.21565 -2.88665 -3.20770
C 3.59467 0.69156 -3.57051
C -0.43278 1.84234 2.90693
C -0.13602 -2.96192 -2.97417
C -0.97087 -1.88311 -3.27194
C 3.76949 -0.58583 -4.39431
C -2.72421 1.06937 6.42034
C -2.48454 -0.86613 4.44977
H 1.02658 1.87376 -2.57546
H 3.44310 -0.37556 -5.42177
H 1.07515 2.78655 -1.05168
H 3.12600 1.39223 -0.40983
H 0.17037 2.94575 1.16208
H -1.32415 2.20062 5.30376
H 4.83728 -0.82620 -4.42270
H 1.61862 0.09263 2.58724
H 2.93011 -0.41870 -1.98289
H 3.41441 2.47800 -1.80676
H -1.17395 1.81478 0.88144
H -4.07806 -1.22210 -2.61337
H 1.87054 -3.70475 -2.95430
H 0.50912 2.07555 3.42663
H -3.87684 -2.00361 5.61677
H 1.29059 -0.99595 1.22020
H -0.57380 -3.84495 -2.53702
H -2.42377 -1.61878 3.68122
H -2.82450 1.81072 7.19728
H -0.29643 -1.44835 3.07310
H -1.14625 -0.81566 1.63774
H 1.33989 0.21789 -4.55297
H -1.17645 2.59084 3.19177
H -3.26218 -0.55901 -4.04855
H -1.03656 0.09426 -4.11420
H -2.70792 -0.09493 -2.40806
*
```

Calculated values
E_LUMO   0.336 eV
Frontier orbital gap   8.2 eV
SMILES   COc1ccc(OCC(=O)NCCS(=O)(=O)N2CCN(c3ccc(F)cc3)CC2)cc1
ΔE to the lowest compared entry with this formula, charge and spin   0.0 kcal/mol

=====

[5]
This record from the Open Molecules 2025 dataset describes a 2-piece molecular cluster, C18H13F4N2O overall in a non-equilibrium geometry. The level of theory is ωB97M-V/def2-TZVPD.

```
! wB97M-V def2-TZVPD RIJCOSX def2/J DEFGRID3
* xyz 1 1
F -5.50746 1.77655 -2.67526
F -3.80314 -2.64256 -2.76724
F 3.23984 -3.86997 -0.58399
F 5.92011 -0.21803 0.80475
O -0.15968 2.78289 3.01787
N 3.10892 1.65760 3.20400
N 2.02400 1.19685 3.19748
C -3.28223 1.36946 -1.97398
C -0.97458 0.95123 -1.21486
C -2.21759 0.48509 -1.74052
C 4.73084 -0.69389 0.37573
C -4.48624 0.91523 -2.46513
C -3.62822 -1.32468 -2.52119
C -0.29940 1.57429 3.09991
C 3.66752 0.16089 0.18287
C 3.38686 -2.54831 -0.34209
C 2.43461 -0.32044 -0.28291
C 2.32834 -1.69595 -0.54122
C 1.32879 0.55941 -0.48073
C -4.66026 -0.43043 -2.73755
C 4.58795 -2.04579 0.11644
C 0.12430 0.14726 -1.01089
C -1.67599 1.00130 3.10689
C 0.82415 0.71862 3.18667
C -2.42660 -0.87007 -2.03480
H -0.89202 1.99392 -0.96681
H 5.41454 -2.71243 0.27540
H 0.04877 -0.87885 -1.31494
H -3.17216 2.42166 -1.78297
H -5.60166 -0.78559 -3.11415
H 3.79993 1.20657 0.39867
H 0.69871 -0.34621 3.23096
H 1.44592 1.59189 -0.20089
H 1.40938 -2.12580 -0.88800
H -1.64819 -1.59135 -1.88082
H -1.65128 -0.08866 3.11249
H -2.21855 1.34337 3.99020
H -2.21822 1.33492 2.22060
*
```

Calculated values
E_LUMO   -6.531 eV
Frontier orbital gap   5.6 eV

=====

[6]
This record from the Open Molecules 2025 dataset describes an isolated ion of composition C2H3N2O2 and charge -1 in a non-equilibrium geometry. The level of theory is ωB97M-V/def2-TZVPD.

```
! wB97M-V def2-TZVPD RIJCOSX def2/J DEFGRID3
* xyz -1 1
O 2.45358 1.15605 -0.37451
O 2.43700 -1.07955 0.10875
N -0.20503 0.01742 -0.45713
N 0.51136 0.19824 0.53983
C 2.07260 0.06611 0.01430
C -1.57861 -0.06743 -0.07214
H -1.78239 -0.10223 1.06618
H -1.88709 -1.07236 -0.43071
H -2.02142 0.88375 -0.39457
*
```

Calculated values
E_LUMO   4.240 eV
Frontier orbital gap   7.6 eV
SMILES   C/N=N/C(=O)[O-]
ΔE to the lowest compared entry with this formula, charge and spin   0.0 kcal/mol